(1)
104
Properties=species:S:1:pos:R:3 method="wB97M-V/def2-TZVPD" charge=+1 de_lowest_kj_mol=0.0 orbital_gap_ev="7.209 / 7.210" total_energy_ha=-4845.5053
Ti -2.04806 0.36930 -0.00009
C 3.73662 -1.70711 -4.61565
C 3.47920 -1.50186 -3.12364
C 4.55518 -0.55496 -2.57362
C 3.59487 -2.86363 -2.42308
C 2.09620 -0.91165 -2.85029
C 1.72814 -0.65325 -1.52363
C 0.48557 -0.11676 -1.24852
N -0.10631 0.14093 -0.00528
C 0.55592 0.30532 1.21842
C 1.90960 0.41107 1.47524
C 2.35384 0.55905 2.79382
C 1.41038 0.62364 3.80382
C 0.02174 0.57927 3.58760
C -0.38056 0.42917 2.26989
O -1.66094 0.37140 1.81552
C -0.90079 0.69132 4.80667
C -0.61411 2.01237 5.53698
C -2.39464 0.66583 4.47117
C -0.61358 -0.48313 5.75390
C 3.85891 0.62421 3.05793
C 4.52608 -0.64666 2.51257
C 4.18251 0.73208 4.54803
C 4.44553 1.85082 2.34457
C -0.43882 0.11351 -2.29432
O -1.66073 0.47389 -1.82375
C -0.09879 -0.10037 -3.62021
C 1.19135 -0.61557 -3.85236
C -1.00389 0.13709 -4.83469
C -0.29589 1.09763 -5.80316
C -2.36624 0.74980 -4.49679
C -1.25313 -1.20183 -5.54385
H 4.73316 -2.12727 -4.75722
H 3.69389 -0.76516 -5.16556
H 3.01929 -2.40076 -5.05897
H 5.54967 -0.96231 -2.76530
H 4.45719 -0.41243 -1.49580
H 4.48870 0.42467 -3.05002
H 4.57859 -3.30032 -2.60540
H 2.84045 -3.55733 -2.80183
H 3.46701 -2.77542 -1.34263
H 2.40452 -0.90832 -0.72283
H 2.62348 0.40149 0.66759
H 1.75182 0.72289 4.82358
H -0.80055 2.86509 4.88058
H 0.41654 2.07558 5.88431
H -1.26615 2.10425 6.40781
H -2.67606 1.49910 3.82594
H -2.96021 0.75217 5.40113
H -2.68807 -0.25966 3.97713
H 0.42544 -0.49618 6.08298
H -0.82385 -1.43622 5.26339
H -1.24591 -0.41058 6.64099
H 4.12032 -1.53640 2.99822
H 5.60143 -0.61667 2.69800
H 4.37888 -0.75091 1.43555
H 3.81027 -0.12915 5.10634
H 3.76341 1.63882 4.98819
H 5.26446 0.77065 4.68153
H 4.28796 1.80556 1.26572
H 5.52112 1.91040 2.52195
H 3.98710 2.76966 2.71496
H 1.47541 -0.80263 -4.87739
H -0.10109 2.05760 -5.32131
H -0.92818 1.27566 -6.67509
H 0.65469 0.70098 -6.15820
H -2.26146 1.70579 -3.98252
H -2.96521 0.09000 -3.87032
H -2.90871 0.92355 -5.42828
H -0.32327 -1.67119 -5.86614
H -1.87666 -1.04822 -6.42674
H -1.77302 -1.89858 -4.88189
N -4.28153 0.72351 -0.00575
C -4.84063 1.72382 0.93914
C -5.10140 3.05434 0.25419
C -3.90440 3.65392 -0.48603
C -2.63177 3.74270 0.35320
N -1.71993 2.60808 0.07410
H -4.63763 0.88782 -0.94456
H -4.59119 -0.21246 0.24376
H -4.13118 1.83546 1.76186
H -5.77206 1.35437 1.36981
H -5.43840 3.75711 1.01961
H -5.93590 2.94221 -0.44395
H -4.18518 4.65053 -0.82716
H -3.68272 3.08427 -1.39490
H -2.86595 3.72996 1.41899
H -2.10998 4.67999 0.15469
H -0.93107 2.64860 0.71882
H -1.31808 2.73112 -0.85351
C -1.17975 -3.29769 -1.89431
As -1.79487 -2.93942 -0.12259
C -0.30653 -2.89749 1.07673
C -2.99662 -4.31413 0.43599
O -2.69810 -1.50626 -0.08878
H -0.69209 -4.27223 -1.91215
H -0.46991 -2.52181 -2.17712
H -2.02766 -3.29368 -2.57626
H -0.03720 -3.92121 1.33511
H -0.58564 -2.34471 1.97264
H 0.53136 -2.40250 0.58830
H -2.49663 -5.28105 0.41925
H -3.85468 -4.32986 -0.23270
H -3.32421 -4.08246 1.44789

(2)
106
Properties=species:S:1:pos:R:3 method="wB97M-V/def2-TZVPD" charge=0 de_lowest_kj_mol=98.7 orbital_gap_ev=7.178 total_energy_ha=-3008.7530
Ba 0.04421 0.26062 -0.21045
C -1.43345 -1.68271 3.11766
Si 0.42610 -2.06967 2.97849
C 0.94180 -2.64285 4.72418
C 0.61796 -3.62331 1.91742
C 1.23356 -0.61368 2.16231
C 0.86758 0.68336 2.73159
C 0.80939 0.92424 4.12540
C 0.50119 2.17522 4.60616
C 0.25205 3.21403 3.70532
C 0.31596 2.91651 2.36314
N 0.59747 1.70050 1.88172
Si 3.06737 -0.67132 1.84231
C 3.65863 0.88267 0.91855
C 4.09979 -0.73072 3.44145
C 3.60122 -2.17487 0.82653
H -1.91873 -2.33843 3.84450
H -1.95223 -1.81337 2.16241
H -1.59413 -0.65270 3.44954
H 0.54050 -3.64235 4.91163
H 0.56736 -1.98354 5.51099
H 2.02820 -2.70062 4.82590
H -0.11968 -4.37605 2.20972
H 1.60930 -4.06495 2.04642
H 0.48459 -3.40538 0.85763
H 1.04203 0.11294 4.80171
H 0.47051 2.35736 5.67384
H 0.02198 4.21409 4.04591
H 0.12648 3.68878 1.62226
H 3.14285 1.77737 1.27433
H 3.49410 0.80236 -0.16152
H 4.72790 1.03542 1.07807
H 3.92465 0.14606 4.07055
H 5.16893 -0.77474 3.21603
H 3.85291 -1.61494 4.03461
H 2.94977 -2.33447 -0.03551
H 3.58948 -3.08322 1.43331
H 4.62088 -2.03701 0.45775
C 1.79165 -6.14323 -2.09010
N 1.51138 -4.72474 -2.14064
C 2.31576 -3.74790 -2.66962
C 1.68052 -2.56529 -2.42657
N 0.50671 -2.79615 -1.75362
C 0.44035 -4.09735 -1.60093
H 2.50884 -6.39751 -2.86612
H 0.87635 -6.70807 -2.25824
H 2.20412 -6.42613 -1.12094
H 3.24860 -3.96999 -3.15875
H 1.96576 -1.56628 -2.71389
H -0.36143 -4.63915 -1.12333
O -1.71762 1.91800 -0.56026
P -2.16779 3.28493 -0.98880
C -3.36800 3.13604 -2.36861
C -4.77580 2.73491 -1.88319
C -5.56575 2.02095 -2.99779
C -5.13225 2.52194 -4.37401
C -3.66874 2.12591 -4.64130
C -2.86226 2.05829 -3.33878
C -0.69564 4.32406 -1.40930
C -0.87961 5.84536 -1.34882
C -1.48744 6.42683 -2.62459
C -0.63230 6.05926 -3.83486
C -0.52999 4.54079 -3.95828
C 0.05399 3.91804 -2.68857
C -2.90368 4.17377 0.45412
C -3.49663 3.17630 1.45888
C -3.96218 3.92143 2.70906
C -4.95063 5.06518 2.37782
C -5.20395 5.19219 0.87419
C -3.88489 5.32048 0.11085
H -3.41133 4.09788 -2.88690
H -5.32691 3.61837 -1.55720
H -4.68880 2.06163 -1.02647
H -6.63478 2.17951 -2.84734
H -5.39319 0.94327 -2.94917
H -5.24617 3.61001 -4.40860
H -5.78319 2.11407 -5.14835
H -3.21058 2.84795 -5.32187
H -3.62013 1.15328 -5.13224
H -1.79854 2.14924 -3.55092
H -2.98653 1.08433 -2.86127
H -0.06643 4.02534 -0.55841
H 0.11450 6.28347 -1.21373
H -1.47345 6.14026 -0.48248
H -1.56796 7.51158 -2.52615
H -2.50158 6.03883 -2.76395
H 0.36834 6.48524 -3.70846
H -1.05640 6.48662 -4.74596
H 0.10145 4.26537 -4.80473
H -1.52606 4.13720 -4.15584
H 1.08828 4.26396 -2.58777
H 0.09463 2.83198 -2.77375
H -2.02201 4.59955 0.94880
H -2.73303 2.44583 1.72803
H -4.32754 2.62369 1.01709
H -3.07955 4.32586 3.21165
H -4.41803 3.21082 3.39981
H -4.55529 6.01712 2.74110
H -5.90300 4.90846 2.88650
H -5.81643 6.07496 0.68045
H -5.76862 4.32736 0.51900
H -3.43660 6.27941 0.38215
H -4.08598 5.36835 -0.96270
S -0.43104 -0.20376 -5.10854
C 0.11050 0.17678 -3.64987
N 0.50934 0.48174 -2.58143